1.
C21H47N6O12PS | the ωB97M-V functional and the def2-TZVPD basis

- Kohn-Sham gap: 0.34934 hartree
- Calculated total energy: -2799.5173 a.u.

```
! wB97M-V def2-TZVPD RIJCOSX def2/J DEFGRID3
* xyz 0 1
S 5.6271 3.7617 1.3876
P 2.4118 2.7231 1.4177
O 2.3853 2.8624 3.0022
O -0.9506 0.0675 1.4261
O 1.4429 -3.1167 -5.4965
O 1.6732 -0.6221 -2.3021
O -5.7551 -0.1429 1.7935
O 5.9457 1.2844 0.4031
O 1.1361 1.8685 1.0542
O 6.6541 0.4633 2.4041
O -6.5218 2.5278 -3.2349
O 4.4703 0.8712 2.0092
O 2.5222 3.9931 0.6999
O 5.9569 -1.4105 7.0446
N 0.8505 -1.7278 -0.5362
N 0.4907 -1.1348 -5.0623
N 6.9490 -3.1594 6.0525
N -5.4311 0.6521 -3.8053
N -7.0186 1.6469 2.2753
N -2.6045 -0.8597 2.6295
C 5.7905 0.8174 1.6826
C -0.2520 0.0723 -5.3551
C 1.6467 -1.6476 -1.6256
C 0.8062 -2.1521 -5.8972
C -4.5326 -0.1750 -4.5890
C 3.8449 1.6761 1.0024
C -6.2090 0.9412 1.4482
C -5.0956 2.6767 -5.1498
C 0.6968 -2.8391 0.3829
C 0.3425 -2.0498 -7.3341
C -3.7050 -0.8835 3.5820
C 2.4930 -2.8478 -1.9759
C 7.2429 -0.9258 5.0817
C 7.7581 -3.8360 5.0578
C -5.7460 1.9623 -3.9879
C -7.6383 2.9379 2.0330
C 5.0230 2.3849 0.3566
C -2.1092 1.5149 2.9303
C -5.8885 1.5427 0.1035
C 6.6604 -1.8304 6.1413
C -1.8365 0.1853 2.2692
H -4.0100 2.6741 -5.0471
H -5.3829 2.5016 0.2211
H 6.8924 -1.2137 4.0953
H 1.8665 -3.7165 -2.1780
H -5.2287 0.8660 -0.4305
H -7.3124 3.6593 2.7835
H 3.0623 -2.6202 -2.8711
H 0.6732 -2.9368 -7.8644
H 0.8371 -1.2561 -4.1194
H 6.9260 0.0919 5.2793
H -0.3404 -3.1762 0.3901
H -2.3751 -1.7163 2.1516
H 1.3665 0.9276 1.0537
H 6.5325 -3.7113 6.7850
H -7.1953 1.1915 3.1566
H 8.6023 -4.3393 5.5328
H 0.2984 -0.8973 -0.3595
H -5.4454 3.7036 -5.1575
H 8.1418 -3.1267 4.3332
H -3.4798 -1.5939 4.3822
H 1.3319 -3.6684 0.0915
H 3.1821 -3.0829 -1.1634
H -1.1402 0.1318 -4.7222
H -5.3654 2.2044 -6.0949
H 3.2984 2.9513 3.3201
H -8.7241 2.8500 2.0866
H -5.8972 0.2314 -3.0172
H -3.8619 0.0979 4.0132
H 0.7690 -1.1701 -7.8172
H 0.3649 0.9498 -5.1554
H -1.4136 2.2456 2.5296
H 3.5021 0.9764 0.2266
H -0.7454 -1.9920 -7.3870
H 6.8284 3.2487 1.6652
H 0.9610 -2.5292 1.3947
H -3.1289 1.8426 2.7246
H 7.1644 -4.5850 4.5302
H -4.6050 -1.1909 3.0580
H 8.3330 -0.9673 5.1023
H -1.9682 1.4460 4.0091
H -7.3693 3.3119 1.0517
H -5.0712 -1.0254 -5.0100
H 4.7789 2.7146 -0.6463
H -4.0992 0.3970 -5.4018
H -3.7248 -0.5555 -3.9615
H -6.7924 1.6908 -0.4877
H -0.5627 0.0924 -6.3948
*
```


2.
C21H47NO4P | the ωB97M-V functional and the def2-TZVPD basis

- Energy above the lowest of the compared OMol25 structures with the same formula, charge and spin: 3.4 kcal per mole
- Kohn-Sham gap: 0.39300 hartree
- Calculated total energy: -1525.3337 a.u.

```
! wB97M-V def2-TZVPD RIJCOSX def2/J DEFGRID3
* xyz 1 1
P 2.9065 -1.9460 -0.0543
O 2.6703 -1.1034 1.1204
O 4.1207 -1.6723 -1.0209
O 3.0918 -3.4789 0.2449
O 1.5696 -1.9336 -0.9973
N -0.7731 -1.9614 1.2256
C -4.3820 2.3129 0.2708
C -0.3452 -0.8458 2.0925
C -1.9098 2.8772 -0.0177
C -6.6563 -1.4418 -1.0958
C -6.7728 -1.8758 -2.5515
C 3.0632 3.7899 -0.3776
C 5.1192 0.4840 -0.3950
C -5.3960 -0.0160 0.5718
C 0.5698 -0.9714 -0.7597
C -3.2329 3.2501 0.6473
C 0.0746 -3.1356 1.5007
C -5.5101 -0.4548 -0.8868
C 0.5563 3.3566 -0.2176
C 4.4159 -0.3434 -1.4689
C 3.4496 2.3479 -0.0564
C -2.1723 -2.3114 1.5461
C -0.7286 -1.5800 -0.2175
C 4.8448 1.9816 -0.5585
C -4.2018 0.9035 0.8334
C -0.7723 3.8157 0.3781
C 1.7351 4.2016 0.2602
H -1.5184 -0.8429 -0.3841
H -6.4997 -2.3205 -0.4646
H 4.7542 0.1583 0.5801
H 6.1906 0.2875 -0.4326
H 5.0494 -0.4790 -2.3482
H -5.8572 -2.3610 -2.8846
H -1.6269 1.8581 0.2649
H -2.0338 2.8938 -1.1028
H -2.8215 -1.4460 1.4216
H 1.1236 -2.8927 1.3577
H -2.2434 -2.6511 2.5776
H -0.8790 0.0654 1.8277
H 0.7294 -0.6856 1.9986
H -3.1063 3.2499 1.7327
H -4.4660 2.2691 -0.8158
H 0.3261 -0.5160 -1.7258
H 4.9492 2.2597 -1.6093
H -0.5609 -1.0886 3.1309
H 0.7200 2.3144 0.0692
H 3.8471 4.4565 -0.0139
H 0.4988 3.3982 -1.3077
H 5.5875 2.5441 0.0073
H 0.9522 -0.1961 -0.0910
H 2.7222 1.6729 -0.5121
H -3.3086 0.4565 0.3841
H -2.5227 -3.1098 0.8942
H -0.0621 -3.4520 2.5331
H 3.0002 3.9149 -1.4608
H -0.1915 -3.9590 0.8411
H 1.8175 4.1197 1.3462
H 1.5397 5.2486 0.0223
H -0.9982 4.8275 0.0401
H 3.4850 0.1378 -1.7811
H -3.4969 4.2657 0.3493
H -0.9521 -2.4714 -0.8078
H 3.6263 -3.9334 -0.4067
H 3.4105 2.1933 1.0238
H -5.3107 -0.9079 1.2011
H -5.6750 0.4171 -1.5204
H -6.9565 -1.0164 -3.1918
H -4.5720 -0.9218 -1.2055
H -4.0403 0.9815 1.9124
H -6.3123 0.4972 0.8654
H -7.5911 -0.9745 -0.7822
H -7.5949 -2.5754 -2.6752
H -0.6888 3.8426 1.4671
H -5.3134 2.7260 0.6608
*
```


3.
C21H48F2N7O7 | the ωB97M-V functional and the def2-TZVPD basis

- Energy above the lowest of the compared OMol25 structures with the same formula, charge and spin: 0.0 kcal per mole
- Kohn-Sham gap: 0.27930 hartree
- Calculated total energy: -1938.2531 a.u.

```
! wB97M-V def2-TZVPD RIJCOSX def2/J DEFGRID3
* xyz 1 1
F 2.9453 1.4215 -0.2674
F 3.2391 4.0467 0.9725
O 4.5376 3.3359 2.5882
O -5.9246 2.0584 0.3970
O 0.5979 4.1410 -1.7191
O -0.9711 -2.2387 2.6227
O -1.7895 0.8185 2.2995
O 3.9226 0.0525 1.1774
O 3.5471 -3.7843 -0.4350
N -0.6705 1.5484 2.0973
N 3.7333 -1.4424 -2.0833
N 1.4370 -3.5989 3.4542
N 0.6723 3.1728 1.5711
N 0.9731 6.4159 -3.4512
N 2.8394 1.8987 2.0494
N -3.9801 -0.0420 0.2794
C -6.0613 -0.9981 -0.5524
C 3.5914 3.1378 1.9052
C -0.0957 3.0552 -2.3151
C 0.2031 -3.7342 4.2376
C -1.9163 -3.0679 1.9508
C 2.8537 -4.8715 -1.0232
C 1.8411 5.2410 -3.5813
C 0.6071 1.0664 2.3096
C 1.4084 4.4425 -4.8069
C 4.6348 -2.5738 -2.3175
C -5.3700 -0.3504 0.6426
C -6.7761 2.1470 -0.7362
C -6.0957 0.8920 1.1822
C -0.7655 -2.5641 3.9936
C 1.8769 4.4099 -2.2883
C 4.1594 -3.3383 -3.5487
C 3.2934 1.0093 0.9841
C -0.5925 2.7732 1.6506
C 1.4211 2.0832 1.9660
C 4.7753 -3.4506 -1.0618
C -0.4106 -5.1012 3.9530
H -1.7261 -2.7273 4.4961
H 0.9575 0.1068 2.6749
H 0.3327 4.2665 -4.8318
H -2.3404 -2.4933 1.1246
H -5.6661 1.1343 2.1591
H -1.6750 0.0347 1.7210
H 4.6975 -4.2823 -3.6566
H 3.0917 -3.5558 -3.5181
H -4.0024 0.7682 -0.3363
H -7.1601 0.6919 1.3513
H 1.1726 -3.4446 2.4836
H 2.2339 -5.3281 -0.2504
H -6.9064 3.2029 -0.9722
H 2.4156 4.9890 -1.5324
H -7.1362 -1.0841 -0.3840
H -5.9041 -0.4427 -1.4767
H -5.3566 -1.0912 1.4478
H -2.7286 -3.3769 2.6122
H -1.4126 -5.1796 4.3808
H 2.4387 3.4774 -2.4261
H 5.3610 -4.3549 -1.2677
H 0.2006 -5.8867 4.3964
H 4.0927 -0.8662 -1.3274
H -1.4233 -3.9412 1.5231
H 4.3384 -2.7506 -4.4495
H 5.6276 -2.1768 -2.5478
H 1.0458 4.0687 1.2750
H 2.8604 5.5913 -3.7657
H 0.0708 6.0950 -3.1085
H -1.4566 3.3783 1.3893
H 2.1884 -4.5218 -1.8160
H 1.3222 7.0053 -2.6997
H 5.3359 -2.8806 -0.3156
H 3.5375 -5.6301 -1.4119
H 0.5846 2.2630 -2.6379
H -3.4942 0.2932 1.1033
H -0.7000 3.3994 -3.1550
H -0.7793 2.6432 -1.5680
H -0.4774 -5.3147 2.8861
H 1.6624 4.9848 -5.7171
H -7.7589 1.7107 -0.5431
H 2.8661 -1.8131 -1.7013
H -0.3279 -1.6666 4.4438
H 1.9144 3.4750 -4.8452
H -5.6705 -2.0032 -0.7152
H 0.4708 -3.7126 5.2976
H 1.9071 -2.7361 3.7181
H -6.3151 1.6701 -1.6034
*
```


HOMO energy (computed, eV): -9.205 -12.852 -11.074